# 1
ORCA calculation (the ωB97M-V functional and the def2-TZVPD basis) on a molecular structure, C22H21AuN4O6S2.

## Properties
**Molecular weight**: 698.533 u
**Largest force on an atom**: 0.0219 Eh/bohr
**Expectation value of S²**: 2.02
**Multiplicity**: 3
**E_tot**: -2453.4278 a.u.

Atoms and positions in Å:
Au: 0.2279 0.4469 0.1257
C: -1.5412 -1.3388 3.8459
C: -1.2466 -0.5243 2.6261
N: -0.0357 -0.3107 2.2592
N: 1.0375 -0.6665 2.8786
C: 2.2139 -0.6876 2.3100
N: 3.2502 -1.1163 3.0463
S: 2.5932 -0.1452 0.7200
C: -2.3283 -0.0009 1.8069
C: -3.6548 -0.0204 2.2407
C: -4.6448 0.5079 1.4318
C: -4.2984 1.0405 0.2019
C: -2.9644 0.9971 -0.1732
N: -2.0299 0.4885 0.5990
H: -0.6102 -1.5439 4.3652
H: -1.9858 -2.2840 3.5392
H: -2.2248 -0.8208 4.5130
H: 3.0895 -1.5567 3.9363
H: 4.1457 -1.1844 2.5982
H: -3.9073 -0.4197 3.2078
H: -5.6706 0.5112 1.7694
H: -5.0294 1.4872 -0.4519
H: -2.6389 1.3788 -1.1293
C: 3.8731 1.2239 5.9185
C: 2.9047 1.7152 4.8856
C: 3.3482 2.2759 3.6936
C: 2.4419 2.7178 2.7441
C: 1.0926 2.5998 2.9966
C: 0.6294 2.0487 4.1733
C: 1.5373 1.6004 5.1132
S: -0.0987 3.1036 1.7635
O: -0.0717 4.5310 1.6389
O: -1.3636 2.5106 2.1516
O: 0.4465 2.4766 0.4878
H: 4.8807 1.5693 5.7053
H: 3.8763 0.1343 5.9461
H: 3.5810 1.5766 6.9056
H: 4.4082 2.3552 3.5006
H: 2.7623 3.1480 1.8071
H: -0.4381 1.9734 4.3142
H: 1.1831 1.1536 6.0311
O: -1.9496 -1.3968 -2.8034
C: -2.8284 -1.9193 -1.9397
C: -4.1674 -2.0031 -2.3326
C: -5.1170 -2.5239 -1.4808
C: -4.7506 -2.9916 -0.2234
C: -3.4325 -2.9174 0.1735
C: -2.4622 -2.3702 -0.6611
C: -1.0965 -2.1489 -0.0888
O: -0.8078 -2.6007 1.0067
O: -0.3154 -1.3801 -0.7966
H: -1.0833 -1.3330 -2.3404
H: -4.4251 -1.6479 -3.3197
H: -6.1504 -2.5621 -1.7937
H: -5.4935 -3.4114 0.4367
H: -3.1225 -3.2723 1.1457

Forces on atoms 1 to 2 (eV/Å):
Au 0.2011 -0.4352 0.0146
C 0.2675 -0.0799 -0.1049

---

# 2
ORCA calculation (the ωB97M-V functional and the def2-TZVPD basis) on 2 unconnected molecules or ions with the total composition CHN2O2P.

## Properties
**Molecular weight**: 104.005 u
**Largest force on an atom**: 0.1170 Eh/bohr
**Multiplicity**: 1
**E_tot**: -639.8592 a.u.

Atoms and positions in Å:
C: 0.2284 1.4268 -0.0015
N: 0.7684 2.2535 -0.5046
N: 0.3385 -1.1547 0.0318
O: 1.5291 -1.0300 -0.1543
O: -0.4187 -2.0805 -0.1960
P: -0.4968 0.1732 1.0453
H: -1.9490 0.4118 -0.2206

Forces on atoms 1 to 2 (eV/Å):
C -2.3678 -4.0260 3.5769
N 2.7579 4.4738 -2.9296

---

# 3
ORCA calculation (the ωB97M-V functional and the def2-TZVPD basis) on 10 unconnected molecules or ions with the total composition C18H52BrN4O10.

## Properties
**Molecular weight**: 564.536 u
**Largest force on an atom**: 0.1611 Eh/bohr
**Total charge**: +1
**Multiplicity**: 1
**E_tot**: -4261.5860 a.u.

Atoms and positions in Å:
C: -0.1448 -3.4571 0.3306
C: 0.4780 -1.9859 0.8013
Br: 0.4294 -1.9704 2.8144
C: 2.0599 -1.7909 0.3533
N: 2.2779 -0.7155 -0.6907
C: 2.0346 0.6195 -0.3833
N: 1.5922 1.0730 0.9981
C: 1.3529 2.5579 1.0323
C: 0.9130 3.6501 2.1396
C: -0.4120 2.9905 3.1363
C: 0.1078 1.8890 4.3633
O: -0.6889 1.4694 2.9804
N: 1.7300 2.8850 -0.4284
N: 2.1376 1.8481 -1.2607
C: 2.5906 1.9097 -2.7311
H: -1.2450 -3.4942 0.7747
H: -0.1366 -3.5598 -0.8558
H: 0.4413 -4.3441 0.8616
H: -0.2183 -1.1291 0.4024
H: 2.4555 -2.8054 -0.0870
H: 2.6734 -1.5711 1.3523
H: 2.6031 -0.9432 -1.6784
H: 0.3183 4.5271 1.6220
H: 1.7320 4.0146 2.8873
H: -1.3556 3.7725 3.4182
H: 0.5135 0.8178 4.2359
H: 1.1957 2.3535 4.1860
H: 1.6735 3.8912 -0.7646
H: 2.7353 0.8063 -3.1012
H: 1.7916 2.5206 -3.3421
H: 3.6051 2.5300 -2.8335
C: -1.5166 -5.3842 -3.5209
O: -0.9614 -4.1909 -2.9993
H: -0.9571 -6.2371 -3.1297
H: -2.5622 -5.4653 -3.2139
H: -1.4456 -5.3739 -4.6114
H: -1.4780 -3.4521 -3.3637
C: 3.3126 -4.2651 5.2968
O: 3.1009 -3.0092 4.6788
H: 4.3191 -4.2873 5.7211
H: 2.5799 -4.4078 6.0948
H: 3.2159 -5.0594 4.5524
H: 2.2005 -3.0193 4.3118
C: 6.0704 -4.8086 2.4584
O: 5.7461 -4.9972 3.8235
H: 6.0642 -5.7778 1.9545
H: 5.3289 -4.1541 1.9938
H: 7.0657 -4.3646 2.3773
H: 5.7595 -4.1206 4.2442
C: -1.1506 4.3871 7.1316
O: -1.9918 4.5137 6.0000
H: -0.7403 5.3684 7.3809
H: -1.7309 4.0115 7.9779
H: -0.3323 3.6997 6.9034
H: -2.3408 3.6278 5.8027
C: -6.0179 -4.5438 -3.7743
O: -4.9680 -5.2419 -3.1306
H: -5.6505 -4.1452 -4.7228
H: -6.8479 -5.2282 -3.9663
H: -6.3512 -3.7190 -3.1396
H: -5.3236 -5.5839 -2.2926
C: 0.2717 7.2323 0.0188
O: 0.4494 6.3538 -1.0769
H: 0.1675 6.6435 0.9331
H: 1.1421 7.8871 0.1070
H: -0.6318 7.8280 -0.1332
H: 0.5389 6.9045 -1.8733
C: -2.3502 2.3191 -0.7555
O: -1.9377 3.2737 0.2051
H: -2.8884 2.8309 -1.5567
H: -1.4733 1.8170 -1.1716
H: -3.0119 1.5886 -0.2837
H: -1.4633 2.7905 0.9029
C: 2.2321 2.0477 -6.8957
O: 1.4895 1.6324 -5.7642
H: 3.1307 1.4318 -6.9766
H: 1.6257 1.9238 -7.7962
H: 2.5204 3.0954 -6.7789
H: 0.6988 2.1965 -5.7184
C: -6.4093 -0.3971 -3.4367
O: -6.2317 -1.2756 -4.5325
H: -6.5136 -0.9859 -2.5224
H: -5.5389 0.2577 -3.3486
H: -7.3128 0.1986 -3.5888
H: -6.1422 -0.7249 -5.3288

Forces on atoms 1 to 2 (eV/Å):
C -0.1122 0.4833 0.6593
C -0.0783 -0.9996 -1.3507

---

# 4
ORCA calculation (the ωB97M-V functional and the def2-TZVPD basis) on a molecular structure, C3H6BrClFO7S.

## Properties
**Molecular weight**: 320.496 u
**Largest force on an atom**: 0.0101 Eh/bohr
**Total charge**: -1
**Multiplicity**: 1
**E_tot**: -4176.5965 a.u.

Atoms and positions in Å:
O: -0.2169 1.2863 1.1248
S: -1.0889 0.2748 1.6415
O: -1.3658 0.6004 3.2762
Br: -2.0000 2.3020 3.3971
O: -0.1679 -0.9849 2.0552
C: 0.2324 -1.6536 0.8227
C: 1.5976 -1.1673 0.3400
C: 1.6218 -0.8806 -1.1436
F: 1.7378 -2.0953 -1.8447
H: -0.5158 -1.4522 0.0473
H: 0.1939 -2.7180 1.0436
H: 1.8375 -0.2426 0.8663
H: 2.3680 -1.9077 0.5675
H: 0.7148 -0.3812 -1.4903
H: 2.4765 -0.2619 -1.4182
O: -0.0445 1.9972 -1.8490
Cl: -1.4841 1.8654 -1.8574
O: -1.9684 1.9178 -3.2167
O: -2.0864 2.9238 -1.0856
O: -1.8416 0.5776 -1.2767

Forces on atoms 1 to 2 (eV/Å):
O 0.1644 0.1962 0.2660
S -0.2880 0.1988 -0.3803

---

# 5
ORCA calculation (the ωB97M-V functional and the def2-TZVPD basis) on 3 unconnected molecules or ions with the total composition C34H49ClF2N2O8P.

## Properties
**Molecular weight**: 718.195 u
**Largest force on an atom**: 0.0610 Eh/bohr
**Total charge**: +1
**Multiplicity**: 1
**E_tot**: -3037.4382 a.u.

Atoms and positions in Å:
O: -2.3246 0.1486 -5.3127
C: -1.9749 0.7457 -4.3153
C: -0.8043 0.2618 -3.4198
C: -1.2432 -0.7451 -2.3165
C: -2.5928 -0.3621 -1.7306
C: -2.1874 0.8642 -0.8484
C: -0.7937 0.3491 -0.2809
N: -0.3509 -0.8208 -1.0819
C: -0.5128 -2.1906 -0.4909
C: -0.1509 -2.2719 0.9983
C: 0.0714 -3.7101 1.5084
C: -0.4196 -3.7756 2.9747
C: 0.3758 -2.8410 3.9216
C: -0.2181 -1.4290 4.1099
C: 0.1638 -0.7411 5.4263
C: -0.2039 0.7699 5.3238
C: 0.7272 1.7047 6.1106
C: 2.2090 1.6108 5.7190
C: 2.5579 2.4125 4.4444
C: 4.0602 2.1872 4.1416
N: 4.7204 3.3181 3.4937
C: 4.2142 4.3812 2.8053
C: 5.3047 5.0886 2.3961
C: 6.4943 4.4671 2.8439
C: 6.0651 3.3633 3.5399
P: 1.3519 -0.8714 -1.8297
O: 2.3128 -1.6629 -0.7846
Cl: 2.1015 1.0501 -1.7831
C: -2.6508 2.0423 -3.9185
C: -1.9270 3.2151 -3.9440
C: -2.5044 4.4026 -3.5900
C: -3.8307 4.4586 -3.2227
C: -4.5602 3.2944 -3.2084
C: -3.9685 2.1058 -3.5355
H: -0.0599 -0.1534 -4.1016
H: -0.4333 1.1635 -2.9175
H: -1.2049 -1.7037 -2.8453
H: -3.4447 -0.2930 -2.4023
H: -2.9531 -1.0686 -0.9714
H: -2.1938 1.8564 -1.2906
H: -2.8524 0.7867 0.0140
H: -0.1707 1.2477 -0.2997
H: -0.9930 0.2086 0.7806
H: 0.0985 -2.9241 -1.0337
H: -1.5371 -2.5556 -0.5934
H: -0.9942 -1.8533 1.5597
H: 0.7026 -1.6218 1.2191
H: 1.1552 -3.8607 1.5689
H: -0.3727 -4.4852 0.8790
H: -0.3480 -4.7939 3.3614
H: -1.4606 -3.4270 2.9957
H: 0.3521 -3.3210 4.9093
H: 1.4387 -2.7632 3.6622
H: -1.3048 -1.3971 3.9587
H: 0.1946 -0.7976 3.3045
H: 1.2028 -0.9051 5.7190
H: -0.4603 -1.1551 6.2283
H: -0.2528 1.0519 4.2650
H: -1.2107 0.8823 5.7419
H: 0.6504 1.5250 7.1882
H: 0.3989 2.7354 5.9257
H: 2.5789 0.5880 5.5943
H: 2.8140 2.0570 6.5202
H: 2.2817 3.4648 4.5253
H: 2.0081 1.9296 3.6241
H: 4.5770 1.8876 5.0554
H: 4.1159 1.3314 3.4533
H: 3.1602 4.5483 2.6629
H: 5.2522 5.9898 1.7975
H: 7.5040 4.7961 2.6632
H: 6.7253 2.6660 4.0342
H: 2.3694 -1.1667 0.0520
H: -0.8825 3.2535 -4.2478
H: -1.9355 5.3265 -3.5876
H: -4.2886 5.4072 -2.9684
H: -5.6100 3.3230 -2.9368
H: -4.5644 1.1971 -3.5043
C: 3.4273 -7.1213 -0.8219
C: 2.5921 -5.9037 -0.5164
O: 2.8602 -5.6769 0.8534
C: 4.1286 -6.1535 1.0827
O: 4.7732 -5.8942 2.0375
O: 4.5352 -6.9503 0.0642
F: 1.2637 -6.1546 -0.6694
H: 2.9054 -8.0488 -0.5816
H: 3.7577 -7.1590 -1.8572
H: 2.8608 -5.0155 -1.0931
C: -4.5588 0.9333 -7.7455
C: -5.1577 1.1200 -9.1161
O: -6.3907 1.7548 -8.8287
C: -6.2076 2.4620 -7.6742
O: -6.9323 3.3104 -7.2817
O: -5.0746 2.0619 -7.0360
F: -5.4024 -0.0687 -9.7183
H: -4.9027 0.0154 -7.2664
H: -3.4720 0.9403 -7.7530
H: -4.5699 1.7507 -9.7857

Forces on atoms 1 to 2 (eV/Å):
O 0.4667 0.0464 0.9125
C -0.7265 -0.0147 -0.3348

---

# 6
ORCA calculation (the ωB97M-V functional and the def2-TZVPD basis) on a molecular structure, C4H11N3O.

## Properties
**Molecular weight**: 117.152 u
**Largest force on an atom**: 0.0509 Eh/bohr
**Multiplicity**: 1
**E_tot**: -398.4138 a.u.

Atoms and positions in Å:
C: -1.8089 -0.8441 0.3797
C: 0.2424 -1.5028 -0.3379
O: 1.3792 -2.2730 -0.1734
N: -0.6344 -1.5404 0.6579
H: 1.3443 -2.6042 0.7347
H: -0.1084 -1.5972 -1.3802
H: -1.5089 0.2767 0.2627
H: -2.2504 -1.0136 -0.6170
H: -2.5700 -0.9978 1.1451
N: -0.3365 2.3947 0.0936
N: 1.6890 0.6113 0.6753
C: -0.1589 1.2962 -0.7134
C: 0.9012 0.3847 -0.5055
H: 0.3112 2.4668 0.8688
H: -1.0643 3.0529 -0.1328
H: 1.1630 0.2872 1.4822
H: 2.5416 0.0645 0.6351
H: -0.6372 1.3293 -1.6851
H: 1.5059 0.2089 -1.3897

Forces on atoms 1 to 2 (eV/Å):
C -0.1206 1.2906 -0.6509
C -1.7158 -1.8842 0.6020